9
Properties=species:S:1:pos:R:3:lowdin_charge:R:1 method="wB97M-V/def2-TZVPD" fmax_ev_per_a=6.637 total_charge=0 relative_energy_ev=3.3259 homo_lumo_gap_ha=0.289 homo_energy_ev=-9.34
C -1.700 0.837 0.384 -0.46
C 1.300 -0.800 -0.306 -0.51
S -2.497 -0.723 0.226 0.51
I 3.019 0.684 -0.480 0.48
H -1.323 1.239 -0.474 -0.05
H -2.035 1.541 1.199 0.03
H 0.862 -0.832 -1.268 -0.06
H 2.067 -1.549 0.082 -0.04
H 0.307 -0.398 0.637 0.10

---

5
Properties=species:S:1:pos:R:3:lowdin_charge:R:1 method="wB97M-V/def2-TZVPD" fmax_ev_per_a=2.610 total_charge=0 relative_energy_ev=3.5234 homo_lumo_gap_ha="0.292 / 0.291" homo_energy_ev="-8.76 / -8.76"
N 0.050 -0.160 -0.893 -0.56
S 0.669 0.881 0.087 0.15
I 2.785 -0.017 -0.063 0.48
H -0.904 0.013 -0.953 -0.07
H 0.374 0.402 1.942 0.00

---

28
Properties=species:S:1:pos:R:3:lowdin_charge:R:1 method="wB97M-V/def2-TZVPD" fmax_ev_per_a=6.276 total_charge=+1 relative_energy_ev=2.2829 homo_lumo_gap_ha="0.351 / 0.195" multiplicity=2 homo_energy_ev="-13.85 / -13.85" s2=0.753
C 0.294 0.647 -1.806 -0.25
O 0.640 1.275 -3.069 -0.07
C -0.602 -0.459 -2.447 -0.13
C -1.047 -1.659 -1.465 -0.10
C -1.193 -1.257 0.005 0.04
C -1.073 -2.060 1.057 0.00
C -0.925 -1.776 2.515 0.01
H -0.257 1.301 -1.156 0.10
H 1.250 0.365 -1.423 0.10
H 0.842 2.184 -2.787 0.10
H -0.124 -0.745 -3.340 0.10
H -1.539 0.118 -2.795 0.15
H -0.312 -2.543 -1.660 0.17
H -2.058 -2.098 -1.747 0.16
H -1.201 -0.123 0.220 0.16
H -1.064 -3.096 0.786 0.14
H -0.148 -1.042 2.688 0.11
H -1.803 -1.385 2.914 0.09
H -0.665 -2.773 2.885 0.10
H 2.805 -0.057 0.722 -0.01
H 3.685 1.102 0.870 0.09
O 3.430 0.383 0.178 -0.09
H 2.608 2.858 0.765 0.14
H 1.587 1.838 0.040 0.04
O 1.781 2.199 0.995 -0.17
H -2.244 2.519 1.951 0.04
H -0.893 2.349 2.548 0.04
O -1.773 1.934 2.558 -0.07

---

52
Properties=species:S:1:pos:R:3:lowdin_charge:R:1 method="wB97M-V/def2-TZVPD" fmax_ev_per_a=4.640 total_charge=0 homo_lumo_gap_ha=0.362 homo_energy_ev=-9.50
N -1.090 2.434 1.498 0.00
C -1.618 1.528 0.486 -0.29
C -2.941 0.834 0.867 -0.20
C -2.789 0.003 2.152 -0.17
C -3.284 -1.437 2.017 -0.23
O -4.443 -1.604 1.170 -0.35
S -5.851 -1.863 1.956 0.96
O -5.768 -1.232 3.253 -0.38
O -6.874 -0.951 1.066 -0.30
C -6.480 0.360 0.677 -0.13
C -6.766 1.416 1.749 -0.46
O -7.850 1.909 1.832 0.16
O -5.742 1.793 2.592 0.06
H -0.904 1.971 2.375 0.06
H -1.681 3.240 1.638 0.06
H -0.883 0.735 0.324 0.11
H -1.742 2.104 -0.431 0.11
H -3.656 1.646 1.017 0.08
H -3.274 0.248 0.008 0.11
H -1.715 -0.079 2.346 0.11
H -3.263 0.509 2.989 0.11
H -3.410 -1.916 2.985 0.11
H -2.486 -1.982 1.509 0.13
H -5.446 0.425 0.345 0.09
H -7.105 0.631 -0.171 0.14
H -5.351 2.588 2.211 0.11
O 5.047 -0.914 -0.585 -0.22
P 3.875 -0.694 -1.445 0.44
O 2.672 -0.053 -0.599 -0.19
C 2.900 1.131 0.170 -0.27
C 3.074 2.357 -0.706 -0.07
O 3.239 -2.144 -1.736 -0.19
C 3.867 -3.340 -1.276 -0.28
C 3.330 -3.759 0.077 -0.07
O 3.530 -0.157 -2.914 -0.17
C 4.457 0.631 -3.690 -0.26
C 5.878 0.106 -3.639 -0.08
H 3.767 0.996 0.822 0.11
H 2.026 1.258 0.809 0.11
H 4.023 2.315 -1.248 0.06
H 3.076 3.264 -0.102 0.08
H 2.270 2.420 -1.440 0.09
H 4.950 -3.225 -1.251 0.11
H 3.642 -4.109 -2.018 0.12
H 3.387 -2.938 0.792 0.07
H 3.893 -4.606 0.470 0.08
H 2.280 -4.046 -0.003 0.08
H 4.418 1.672 -3.360 0.10
H 4.088 0.606 -4.714 0.12
H 6.299 0.199 -2.636 0.07
H 6.515 0.669 -4.321 0.08
H 5.909 -0.949 -3.916 0.09

---

49
Properties=species:S:1:pos:R:3:lowdin_charge:R:1 method="wB97M-V/def2-TZVPD" fmax_ev_per_a=2.831 total_charge=+1 homo_lumo_gap_ha=0.081 homo_energy_ev=-10.80
C 1.900 -0.163 3.148 0.22
C 2.460 -0.264 1.872 0.06
C 1.661 0.233 0.721 -0.32
O 0.412 0.671 1.136 -0.08
C -0.670 0.075 0.367 -0.24
C -0.933 -1.367 0.820 -0.07
C -0.839 -2.382 -0.362 -0.04
C 0.117 -3.506 -0.060 -0.70
F -0.065 -4.466 -0.957 0.16
F 1.396 -3.144 -0.192 0.14
F -0.076 -4.023 1.127 0.18
C -1.877 1.040 0.458 -0.15
O -3.073 0.449 0.870 -0.14
C -4.036 0.230 -0.165 -0.22
C -5.407 0.613 0.401 -0.22
C -6.560 0.316 -0.570 -0.09
C 2.580 1.334 0.039 -0.29
N 1.826 2.373 -0.623 0.11
C 3.463 0.580 -0.985 -0.13
C 2.811 0.522 -2.363 -0.19
F 3.265 -0.587 -3.052 -0.04
H 1.220 -0.960 3.449 0.11
H 2.117 0.693 3.785 0.12
H 3.463 -0.675 1.723 0.15
H 1.597 -0.616 0.020 0.15
H -0.316 0.093 -0.671 0.13
H -1.833 -1.504 1.410 0.13
H -0.099 -1.636 1.478 0.10
H -1.828 -2.814 -0.503 0.13
H -0.506 -1.911 -1.285 0.13
H -1.615 1.797 1.207 0.14
H -1.954 1.593 -0.484 0.13
H -3.824 0.768 -1.094 0.13
H -4.068 -0.845 -0.388 0.12
H -5.348 1.668 0.672 0.11
H -5.507 0.049 1.329 0.11
H -7.435 0.064 0.028 0.07
H -6.349 -0.498 -1.260 0.07
H -6.822 1.231 -1.101 0.07
H 3.267 1.800 0.748 0.14
H 0.964 2.000 -1.000 0.08
H 1.637 3.130 0.022 0.11
H 4.444 1.043 -1.020 0.06
H 3.631 -0.463 -0.687 0.12
H 1.727 0.406 -2.262 0.11
H 3.059 1.390 -2.967 0.13
O 8.794 1.285 -1.538 -0.49
V 7.339 1.878 -0.938 1.23
O 5.890 2.500 -0.303 -0.55

---

Calculated values (u) of molecular weight for the records, taken in order: 188.0, 175.0, 154.2, 393.4, 398.3.